Entry 1:
Formula: C3H5N4O
Source: the OMol25 dataset
Level of theory: ωB97M-V/def2-TZVPD

Element x y z (Å)
O (1.87332, 1.53408, 0.22929)
N (0.14484, -0.11851, -1.73921)
N (1.65555, -0.89987, 0.52789)
N (-1.69662, -1.33308, -1.49240)
N (-0.95058, -1.67268, -0.52988)
C (0.14112, -0.87795, -0.64421)
C (2.31852, 0.49930, 0.52137)
C (-1.13736, -0.34632, -2.23341)
H (1.00953, -0.86952, 1.45136)
H (0.83254, 0.58469, -2.07124)
H (3.43030, 0.36736, 0.91834)
H (-1.54351, 0.20465, -3.12810)
H (2.23964, -1.72685, 0.51866)

HOMO-LUMO gap: 8.910 eV
Lowest unoccupied orbital energy: -5.41 eV
Energy above the lowest of the compared OMol25 structures with the same formula, charge and spin: 348.3 kJ/mol
HOMO energy: -14.3 eV
Charge: +1


Entry 2:
Formula: C3H4BrOS
Source: the OMol25 dataset
Level of theory: ωB97M-V/def2-TZVPD

Element x y z (Å)
Br (2.98000, 0.42138, 1.83462)
S (-1.48340, 0.20729, -0.29975)
O (0.75625, -0.07706, -2.91453)
C (-1.55254, -0.20133, -2.03927)
C (1.17024, 0.30941, 1.11748)
C (-0.38050, -0.14502, -2.56540)
H (0.51110, 0.86312, 1.77336)
H (1.18117, 0.74273, 0.12403)
H (-2.49916, -0.42584, -2.49263)
H (0.89525, -0.73668, 1.07321)

HOMO-LUMO gap: 5.705 eV
Lowest unoccupied orbital energy: 3.23 eV
Energy above the lowest of the compared OMol25 structures with the same formula, charge and spin: 141.9 kJ/mol
HOMO energy: -2.5 eV
Charge: -1


Entry 3:
Formula: C15H46N14O11Zn
Source: the OMol25 dataset
Level of theory: ωB97M-V/def2-TZVPD

Element x y z (Å)
Zn (1.50133, 1.31630, 0.63083)
O (0.96328, -4.55388, -2.29377)
O (-4.33837, 4.26666, 0.55343)
O (0.79464, 1.43663, 2.76826)
O (0.35356, -0.27629, 0.02315)
O (-1.41384, 0.11561, -1.18358)
O (-0.48781, 1.51326, 0.18212)
O (-5.51045, -0.85126, -2.99260)
O (0.48373, 4.91001, -2.91526)
O (0.20795, 1.46111, -4.73423)
O (2.58329, 1.29946, -1.09461)
O (0.66676, -5.85169, 4.31663)
N (-0.26022, -2.92933, -1.44483)
N (3.45550, 1.79404, -3.09195)
N (-2.44549, 3.28025, 1.00686)
N (-0.18704, 4.26357, -0.85920)
N (0.96935, -3.01173, 1.85742)
N (2.12488, 3.21389, 1.11379)
N (-3.35892, -0.43228, -3.05462)
N (1.88630, -2.74335, -1.23714)
N (-3.65344, 2.49264, -0.57863)
N (0.59839, -0.56301, -5.54906)
N (-4.12499, -0.92406, -1.18585)
N (2.79219, -0.21671, -2.73800)
N (-0.28109, -0.37788, -3.71458)
N (-0.53399, 2.99249, -2.53812)
C (0.94687, -5.16626, 3.07250)
C (2.41330, 4.82208, 3.02473)
C (0.64432, -7.27018, 4.28829)
C (2.25883, 3.36254, 2.60197)
C (-1.11821, -3.66534, 2.95410)
C (-3.51052, 3.42719, 0.34575)
C (-0.07648, 4.14689, -2.17178)
C (-0.31489, 0.78362, 3.36353)
C (2.91487, 0.97861, -2.22743)
C (0.40934, -3.70790, 3.04839)
C (0.89783, -3.43722, -1.74465)
C (1.00110, 2.80625, 3.26385)
C (0.13674, 0.26264, -4.70122)
C (-0.64689, 0.38560, -0.30783)
C (-4.45720, -0.72650, -2.39842)
H (3.32338, 5.17858, 2.54226)
H (1.05707, -0.21965, -6.38081)
H (0.77166, -3.65274, 1.10234)
H (-1.39935, -4.27278, 2.09382)
H (2.33515, -0.92036, -2.17579)
H (0.51735, -1.55557, -5.38057)
H (1.57203, -7.65223, 3.86227)
H (-3.34977, -0.10398, -4.00972)
H (-1.55877, -2.67672, 2.82513)
H (-0.86252, 2.39327, -1.79441)
H (-4.83806, -0.97911, -0.47270)
H (0.19484, 5.07014, -0.38622)
H (-4.51521, 2.43292, -1.10196)
H (1.49417, 3.96749, 0.88059)
H (-1.14310, -3.34020, -1.71285)
H (1.02615, 2.80990, 4.35355)
H (-1.48199, -4.18079, 3.84296)
H (3.59426, 1.50105, -4.04851)
H (-0.04258, 0.72264, 4.41721)
H (2.85496, -2.99128, -1.37976)
H (0.55064, -5.71058, 2.21528)
H (3.62688, 2.70716, -2.69579)
H (-0.17136, -2.00642, -1.04429)
H (2.94571, 3.56994, 0.64523)
H (1.53419, -1.93472, -0.74496)
H (-0.40511, -0.24973, 3.02865)
H (-0.13501, -7.73011, 3.68066)
H (-2.95357, 1.78739, -0.76004)
H (-0.44126, 0.10397, -2.84150)
H (1.50578, 5.37618, 2.78499)
H (-0.35786, 2.63680, -3.46686)
H (-0.38773, -1.37188, -3.85849)
H (0.57587, -7.58513, 5.32955)
H (-1.26250, 1.31539, 3.27778)
H (-3.16076, -0.66054, -1.04121)
H (2.02427, -5.04898, 2.95600)
H (0.77485, -3.25542, 3.97022)
H (0.31355, -2.26701, 1.66917)
H (-1.84767, 2.49659, 0.78646)
H (3.22873, -0.34947, -3.63906)
H (-2.30182, 3.84204, 1.83381)
H (2.48708, 4.96576, 4.10271)
H (0.08602, 3.36519, 3.06812)
H (3.08616, 2.70163, 2.86045)
H (-2.55801, -0.31431, -2.45071)
H (-0.59125, 3.45923, -0.40122)

HOMO-LUMO gap: 8.001 eV
Lowest unoccupied orbital energy: -0.86 eV
Energy above the lowest of the compared OMol25 structures with the same formula, charge and spin: 367.6 kJ/mol
HOMO energy: -8.9 eV


Entry 4:
Formula: C36H73ClFN9O11SSi
Source: the OMol25 dataset
Level of theory: ωB97M-V/def2-TZVPD

Element x y z (Å)
Cl (-1.79558, -4.26185, 1.01656)
S (0.71335, -2.74510, 2.94576)
Si (0.18386, -4.65579, 3.92361)
F (1.40226, -3.18042, 1.46824)
O (-1.24498, -6.82087, 0.69659)
O (-3.52135, 5.81644, -3.10868)
O (-2.98504, 3.73627, 2.56350)
O (5.79459, 5.22107, -5.60373)
O (5.34912, 1.00702, -1.25951)
O (-4.30382, -0.00150, 5.63981)
O (-6.43824, -4.94405, -0.03454)
O (-0.58506, 3.58818, -0.80108)
O (-0.50655, -1.85061, 2.78834)
O (1.73717, -2.05389, 3.82047)
O (11.37795, 4.07679, -5.89250)
N (6.16230, 3.88569, -3.84317)
N (-8.57990, -4.88712, -0.68700)
N (4.17017, 0.27449, 0.49732)
N (-2.07356, 0.15965, 5.48826)
N (9.23750, 4.13530, -6.54744)
N (-5.11703, 3.82636, 1.87814)
N (-0.05160, 1.41438, -0.74673)
N (-1.29055, 5.95553, -3.24416)
N (1.59469, -4.99346, 5.02014)
C (-3.04104, -6.83489, 4.20147)
C (6.34179, 3.54485, -2.44561)
C (-9.68362, -4.73096, -1.60995)
C (-2.70058, -4.05528, 4.35088)
C (-0.01531, 6.55996, -3.56106)
C (-1.00852, -5.84224, 1.45674)
C (-3.45256, 2.02382, 4.68768)
C (-3.77880, 3.91051, 1.64402)
C (-6.81774, -4.45911, -2.34562)
C (0.76669, -7.36125, 5.76957)
C (-3.43276, -5.39385, 3.79740)
C (-2.53629, 6.46642, -3.43719)
C (4.81070, 0.06757, -0.68313)
C (5.82121, 6.28894, -3.46262)
C (-7.24829, -4.77996, -0.94041)
C (1.92313, -6.45702, 5.06049)
C (-6.20303, 3.99731, 0.93762)
C (-3.32568, 0.65897, 5.30532)
C (-4.59331, -5.15414, 2.75778)
C (0.02193, 2.65052, -1.30785)
C (10.56980, 4.24276, -6.79819)
C (8.13382, 4.29367, -7.47158)
C (-3.32156, 4.21822, 0.24455)
C (-0.80833, 0.78094, 5.16077)
C (-1.31379, -4.37641, 5.09686)
C (-3.73991, -8.08568, 3.61078)
C (4.83202, -1.32908, -1.24245)
C (0.58338, 0.19080, -1.18737)
C (-0.02561, -6.10534, 2.68935)
C (11.00219, 4.56681, -8.20286)
C (-2.65337, 7.83292, -4.05716)
C (0.85936, 2.81703, -2.54752)
C (-4.86219, -7.87294, 2.56522)
C (-5.30288, -6.41831, 2.15417)
C (5.92217, 5.10722, -4.38870)
C (3.47916, -0.69187, 1.32455)
H (-5.34421, 3.61701, 2.84004)
H (-5.72938, -4.40727, -2.38740)
H (-0.93397, 1.76715, 4.71744)
H (-0.28132, 0.13085, 4.45895)
H (-2.23133, 4.25166, 0.21839)
H (0.47133, 2.18650, -3.35069)
H (-0.22295, 0.86592, 6.07950)
H (-1.49687, -5.23137, 5.82980)
H (-9.34825, -4.49964, -2.61894)
H (6.26498, 4.41426, -1.79502)
H (-2.61176, -3.24153, 3.54879)
H (-7.15286, -5.24229, -3.02920)
H (-3.70480, 5.19173, -0.07011)
H (10.59863, 5.53540, -8.50620)
H (2.26868, -6.89654, 4.05371)
H (-2.06408, -0.76010, 5.90568)
H (-3.65964, 3.43746, -0.44071)
H (0.25626, -8.08269, 5.04741)
H (7.56283, 3.36258, -7.48428)
H (5.57755, 2.81595, -2.17203)
H (-0.43761, -7.04031, 3.23219)
H (2.84024, -6.55869, 5.76133)
H (-5.33826, -8.81647, 2.12072)
H (-6.79001, 3.07609, 0.92084)
H (12.09063, 4.61871, -8.24320)
H (5.62784, 7.18989, -4.04575)
H (-2.95962, 2.76831, 5.31626)
H (7.49549, 5.09816, -7.10445)
H (-10.25517, -5.66162, -1.62117)
H (-6.83503, 4.81608, 1.28893)
H (5.33684, -2.00414, -0.54797)
H (-10.32345, -3.92435, -1.24555)
H (4.19967, 1.23618, 0.80645)
H (0.03066, -6.71300, 6.37326)
H (-8.78858, -5.10382, 0.27771)
H (1.90019, 2.56247, -2.33486)
H (1.18251, 0.33648, -2.08435)
H (0.99748, -6.40698, 2.27515)
H (-3.70662, 8.10091, -4.14556)
H (2.44112, -0.36899, 1.42966)
H (3.95151, -0.69900, 2.30891)
H (8.46940, 4.52726, -8.48049)
H (-6.13066, -6.25367, 1.37506)
H (10.66781, 3.78520, -8.88866)
H (0.81893, 3.85629, -2.87507)
H (-2.21233, 7.83121, -5.05651)
H (-1.29431, 5.03507, -2.82332)
H (3.81282, -1.67333, -1.43252)
H (0.51254, 5.90272, -4.25625)
H (-3.42785, -3.63052, 5.14568)
H (3.50614, -1.69413, 0.90186)
H (9.02757, 3.91649, -5.58365)
H (1.29129, -8.02686, 6.55839)
H (-0.12525, 7.54622, -4.00779)
H (-4.50731, 2.28734, 4.60383)
H (-4.88669, -4.08075, 2.46318)
H (-0.19650, -0.54739, -1.38680)
H (-2.20817, -6.99007, 4.96129)
H (-5.84771, 4.21909, -0.06684)
H (2.39288, -4.56424, 4.49804)
H (0.56388, 6.64097, -2.63819)
H (-0.63157, 1.38298, 0.08095)
H (-2.15971, 8.57539, -3.42611)
H (-1.03654, -3.45319, 5.74005)
H (5.37884, -1.33263, -2.18585)
H (6.76008, 6.42295, -2.92088)
H (-3.36996, -9.11561, 3.97168)
H (1.22119, -0.17444, -0.37949)
H (6.21608, 3.14449, -4.52773)
H (7.32739, 3.08899, -2.32956)
H (-7.22170, -3.49118, -2.65054)
H (-3.01704, 2.02373, 3.68972)
H (4.99581, 6.14729, -2.76141)

HOMO-LUMO gap: 8.145 eV
SMILES: CCN[Si@](CCc1ccccc1)(CC(=O)Cl)S(=O)(=O)F.CNC(C)=O.CNC(C)=O.CNC(C)=O.CNC(C)=O.CNC(C)=O.CNC(C)=O.CNC(C)=O.CNC(C)=O
Lowest unoccupied orbital energy: -0.34 eV
HOMO energy: -8.5 eV


Entry 5:
Formula: C2H12N2O2
Source: the OMol25 dataset
Level of theory: ωB97M-V/def2-TZVPD

Element x y z (Å)
O (-1.86449, -1.15762, -1.72900)
O (0.34202, -2.75523, -0.64782)
N (1.63160, 0.07978, 1.64927)
N (-0.79872, 1.97818, -0.48164)
C (0.42162, 0.98846, 1.52916)
C (0.51827, 1.51898, 0.09557)
H (-0.67516, -2.94872, -0.84611)
H (0.40520, 1.66431, 2.39095)
H (-1.92668, -0.25698, -1.22498)
H (-0.88426, -1.13764, -1.73184)
H (0.69385, -3.40116, -1.18783)
H (-0.67836, 2.17740, -1.47139)
H (0.94223, 0.70840, -0.51901)
H (-1.03399, 2.83397, -0.09908)
H (1.90858, 0.15371, 2.60445)
H (1.07840, 2.45093, 0.01377)
H (1.36193, -0.87913, 1.39585)
H (-0.48149, 0.48736, 1.76802)

HOMO-LUMO gap: 10.221 eV
SMILES: NCCN.O.O
Lowest unoccupied orbital energy: 0.83 eV
Energy above the lowest of the compared OMol25 structures with the same formula, charge and spin: 137.3 kJ/mol
HOMO energy: -9.4 eV


Entry 6:
Formula: C3H7NOS2
Source: the OMol25 dataset
Level of theory: ωB97M-V/def2-TZVPD

Element x y z (Å)
S (0.88546, -0.07356, 1.49194)
S (2.26016, -1.28938, -1.88330)
O (1.34085, -1.40712, 1.24121)
N (0.66142, -0.69638, -2.02589)
C (0.87869, 0.84602, -0.16998)
C (-0.95060, -0.19610, 1.61686)
C (0.12694, 0.11426, -1.25785)
H (-1.21713, -0.30856, 2.67830)
H (1.97252, -2.03044, -2.98264)
H (-0.85557, 0.15188, -1.53440)
H (-1.36907, -0.95647, 1.09278)
H (-1.26931, 0.82418, 1.28408)
H (1.92026, 0.72079, -0.38515)
H (0.62870, 1.92737, -0.05539)

HOMO-LUMO gap: 9.310 eV
Lowest unoccupied orbital energy: 0.64 eV
Energy above the lowest of the compared OMol25 structures with the same formula, charge and spin: 324.4 kJ/mol
HOMO energy: -8.7 eV


Entry 7:
Formula: C5H10N2S
Source: the OMol25 dataset
Level of theory: ωB97M-V/def2-TZVPD

Element x y z (Å)
S (0.89418, -1.04693, -1.10328)
N (-2.19170, 1.00876, 0.62039)
N (0.38775, -0.99974, 1.99732)
C (-1.12153, 0.07265, 0.29701)
C (1.19437, 0.35401, 0.07513)
C (-0.52530, 0.14671, -1.14765)
C (0.46544, 1.26554, -0.95049)
C (0.13858, 0.18982, 1.16754)
H (-1.17658, 0.11504, -1.99629)
H (0.08909, 1.06799, 1.84518)
H (-0.09545, 2.16778, -0.51845)
H (1.20849, -0.89015, 2.52120)
H (-2.98851, 0.80403, 0.05470)
H (-1.91001, 1.93425, 0.28404)
H (2.23912, 0.51147, 0.38479)
H (1.03057, 1.53734, -1.84782)
H (-1.50797, -0.91998, 0.48749)
H (0.52251, -1.81230, 1.46429)

HOMO-LUMO gap: 9.407 eV
Lowest unoccupied orbital energy: 0.80 eV
Energy above the lowest of the compared OMol25 structures with the same formula, charge and spin: 122.9 kJ/mol
HOMO energy: -8.6 eV


Entry 8:
Formula: CH2Cl2S2
Source: the OMol25 dataset
Level of theory: ωB97M-V/def2-TZVPD

Element x y z (Å)
Cl (1.26664, -1.17028, 0.97934)
Cl (0.96183, 0.77850, -1.07994)
S (-0.62236, 1.18200, 1.41119)
S (-1.24633, -1.08781, -0.71411)
C (0.11803, -0.03925, 0.16149)
H (-0.32930, -1.80447, -1.41840)
H (-0.14851, 2.14130, 0.66042)

HOMO-LUMO gap: 9.944 eV
SMILES: SC(S)(Cl)Cl
Lowest unoccupied orbital energy: 0.20 eV
Energy above the lowest of the compared OMol25 structures with the same formula, charge and spin: 38.5 kJ/mol
HOMO energy: -9.7 eV


Number 1: F_max 6.79 eV/A. Number 2: F_max 1.75 eV/A. Number 3: F_max 7.44 eV/A. Number 4: F_max 5.93 eV/A. Number 5: F_max 4.95 eV/A. Number 6: F_max 4.69 eV/A. Number 7: F_max 2.27 eV/A. Number 8: F_max 2.20 eV/A.